(1)
{
  "formula": "C5H7NOS",
  "method": "ωB97M-V/def2-TZVPD",
  "lumo_energy_ha": 0.0210,
  "max_force_ha_per_bohr": 0.0879,
  "e_above_lowest_ev": 3.3075,
  "molar_mass_da": 129.18,
  "energy_ev": -19668.29527,
  "orbital_gap_ev": 8.8,
  "total_charge": 0,
  "elements": ["C", "C", "C", "C", "C", "N", "O", "S", "H", "H", "H", "H", "H", "H", "H"],
  "xyz": [[-0.176100, 0.398508, 0.067015], [-2.136419, 0.697734, 0.041437], [0.138382, -1.029679, -0.075233], [-1.048964, -1.897111, -0.171726], [1.869775, 1.593954, 0.233746], [0.482283, 1.443548, 0.171558], [-2.609605, 1.808915, -0.062920], [-2.675641, -0.866359, 0.185702], [0.792417, -0.961858, -0.941259], [0.897598, -1.270413, 0.744020], [-1.167244, -2.121318, -1.181586], [-1.161099, -2.824283, 0.362261], [2.333885, 1.499511, 1.186654], [1.902579, 2.557797, -0.064404], [2.558147, 0.971058, -0.495266]],
  "forces_ev_per_angstrom": [[-3.38, 2.27, 0.27], [3.85, 2.31, -0.54], [2.86, 0.51, 1.84], [-1.80, 1.24, 0.22], [2.14, -2.61, -1.73], [-2.27, -1.54, 0.42], [0.64, -2.34, 0.42], [-0.42, -2.26, 0.10], [-0.16, -0.83, -0.61], [-1.23, -0.02, -0.67], [-0.50, -0.60, -1.72], [0.33, 0.03, 0.69], [-0.06, -0.17, 1.10], [1.55, 3.29, -0.87], [-1.54, 0.72, 1.08]]
}



(2)
{
  "formula": "C69H54BrF5I2NO33P",
  "method": "ωB97M-V/def2-TZVPD",
  "lumo_energy_ha": -0.0886,
  "max_force_ha_per_bohr": 0.1938,
  "molar_mass_da": 1884.84,
  "energy_ev": -250570.95739,
  "orbital_gap_ev": 6.6,
  "total_charge": 0,
  "elements": ["C", "C", "C", "C", "C", "O", "C", "C", "I", "C", "C", "I", "C", "C", "C", "P", "O", "Br", "C", "O", "C", "C", "C", "C", "O", "F", "C", "C", "C", "C", "C", "C", "C", "O", "C", "C", "O", "C", "C", "F", "F", "F", "C", "C", "O", "N", "C", "O", "F", "C", "C", "O", "H", "H", "H", "H", "H", "H", "H", "H", "H", "H", "H", "H", "H", "H", "H", "H", "H", "H", "H", "H", "H", "H", "H", "H", "H", "H", "H", "H", "H", "H", "C", "C", "C", "O", "C", "C", "C", "O", "O", "O", "H", "H", "H", "H", "C", "C", "C", "O", "C", "C", "C", "O", "O", "O", "H", "H", "H", "H", "C", "C", "C", "O", "C", "C", "C", "O", "O", "O", "H", "H", "H", "H", "C", "C", "C", "O", "C", "C", "C", "O", "O", "O", "H", "H", "H", "H", "C", "C", "C", "O", "C", "C", "C", "O", "O", "O", "H", "H", "H", "H", "C", "C", "C", "O", "C", "C", "C", "O", "O", "O", "H", "H", "H", "H"],
  "xyz": [[0.707072, 8.594826, -7.525129], [-0.033710, 7.436695, -6.624963], [0.598504, 5.914405, -6.847487], [0.680289, 5.040039, -5.439780], [-0.807543, 4.584226, -4.825763], [-2.068922, 5.000442, -5.519590], [-0.970736, 3.688697, -3.451694], [-2.463985, 3.280833, -2.909949], [-3.749944, 4.495832, -1.609084], [-2.995347, 1.940506, -3.353654], [-2.123691, 0.979501, -4.364675], [-4.963764, 1.140608, -2.717923], [0.458402, 3.258695, -2.707948], [1.947751, 3.708283, -3.323326], [2.120751, 4.636635, -4.691169], [3.820465, 5.196819, -5.356868], [5.022789, 5.311271, -4.053486], [3.740056, 7.381393, -6.123398], [3.244706, 3.135989, -2.434958], [4.323129, 2.563875, -2.977138], [3.042595, 3.275295, -0.783473], [4.192126, 3.785899, 0.264893], [5.640017, 4.241867, -0.355137], [5.482595, 5.823689, -0.875458], [6.465153, 6.524993, -1.447911], [4.148679, 6.476977, -0.616328], [3.879011, 3.838844, 1.907672], [5.163055, 4.333577, 2.835588], [5.280110, 6.001119, 2.890386], [6.625075, 6.338344, 3.781703], [7.523866, 7.575089, 3.183929], [8.270104, 8.459037, 4.384983], [7.213859, 9.240049, 5.369417], [6.735509, 10.524419, 4.772999], [5.521719, 10.308066, 3.967485], [4.043241, 9.869257, 4.541750], [5.602471, 10.528703, 2.634377], [2.389176, 3.424376, 2.547995], [2.220210, 3.575189, 4.157060], [2.686208, 4.903066, 4.709556], [3.104272, 2.523593, 4.786530], [0.875846, 3.365141, 4.718817], [1.280968, 2.912113, 1.457302], [-0.203245, 2.424206, 1.940929], [-0.508480, 1.117556, 1.944975], [-1.208659, 3.509519, 2.354312], [-2.263535, 2.922548, 3.288954], [-3.560248, 3.263883, 3.052456], [-1.973470, 2.013634, 4.435406], [1.573043, 2.848071, -0.180305], [0.416614, 2.369116, -1.290944], [-0.431829, 1.351621, -1.094779], [1.695628, 8.250039, -8.048444], [0.934743, 9.520068, -6.811887], [-0.049562, 8.955282, -8.374906], [-1.168451, 7.413138, -6.994502], [-0.105571, 7.732251, -5.470473], [1.587563, 5.903262, -7.472055], [-0.212057, 5.345895, -7.514701], [-1.971181, 4.594219, -6.433976], [-1.029812, 0.818696, -3.981289], [-2.087219, 1.403166, -5.474726], [-2.627950, -0.085498, -4.426198], [4.981305, 6.217809, -3.625484], [6.528411, 4.255946, 0.406182], [5.996581, 3.636235, -1.290642], [5.017746, 4.015992, 3.977307], [6.187795, 3.825667, 2.513989], [4.291190, 6.464771, 3.370816], [5.389624, 6.487325, 1.831864], [6.277240, 6.552538, 4.886870], [7.313232, 5.365722, 3.727799], [6.935035, 8.279895, 2.453759], [8.410766, 7.102824, 2.544446], [9.011792, 9.261499, 3.925413], [8.901913, 7.724612, 5.064221], [6.268875, 8.596228, 5.656490], [7.760968, 9.496082, 6.392826], [4.101262, 9.306157, 5.585921], [3.578776, 9.083989, 3.781254], [3.296147, 10.763777, 4.660206], [-1.745027, 3.770923, 1.477628], [1.369638, -1.794048, -0.564033], [1.124382, -3.065287, -0.240731], [2.156286, -4.123153, -0.424387], [1.908323, -5.279279, -0.100506], [3.451235, -3.729938, -1.001526], [3.695051, -2.459258, -1.327976], [2.673068, -1.397263, -1.118571], [2.933051, -0.235001, -1.411344], [4.908890, -2.083246, -1.873323], [-0.099285, -3.446235, 0.278535], [0.629490, -1.014617, -0.433696], [4.185841, -4.511694, -1.146260], [4.839846, -1.114726, -2.020641], [-0.028027, -4.413616, 0.431425], [-3.008970, 0.518656, 7.374320], [-3.485621, 1.570821, 8.042508], [-3.594025, 1.559696, 9.527688], [-4.018179, 2.548551, 10.115287], [-3.184673, 0.338862, 10.239442], [-2.711303, -0.714454, 9.570793], [-2.577201, -0.692806, 8.088335], [-2.121452, -1.669609, 7.503267], [-2.327327, -1.865975, 10.233181], [-3.895864, 2.712006, 7.378039], [-2.922643, 0.514026, 6.295040], [-3.285372, 0.337612, 11.317215], [-2.020006, -2.480428, 9.531396], [-4.197476, 3.328566, 8.080293], [-5.809193, -2.701637, 3.844883], [-5.931987, -3.716510, 2.987167], [-4.799175, -4.645738, 2.720879], [-4.947880, -5.580551, 1.941762], [-3.525159, -4.395340, 3.412821], [-3.401538, -3.378352, 4.267863], [-4.542476, -2.466150, 4.554710], [-4.403796, -1.551121, 5.359476], [-2.206282, -3.135656, 4.919521], [-7.118686, -3.942552, 2.314284], [-6.625111, -2.019937, 4.049532], [-2.704689, -5.067534, 3.196670], [-2.371505, -2.348363, 5.482879], [-6.955219, -4.733380, 1.755581], [-3.613472, -8.452874, 0.141343], [-3.858727, -9.724113, 0.464645], [-2.826824, -10.781979, 0.280989], [-3.074787, -11.938105, 0.604871], [-1.531875, -10.388764, -0.296150], [-1.288059, -9.118084, -0.622600], [-2.310042, -8.056089, -0.413195], [-2.050059, -6.893828, -0.705967], [-0.074219, -8.742072, -1.167946], [-5.082394, -10.105061, 0.983911], [-4.353619, -7.673443, 0.271681], [-0.797268, -11.170520, -0.440884], [-0.143264, -7.773552, -1.315264], [-5.011136, -11.072442, 1.136802], [0.407373, -8.446739, -7.404834], [-0.193575, -9.557881, -6.974781], [-0.540392, -9.743499, -5.538502], [-1.109410, -10.767219, -5.176244], [-0.174675, -8.673411, -4.597353], [0.429379, -7.563864, -5.027083], [0.751078, -7.366702, -6.467142], [1.290058, -6.328127, -6.834595], [0.778322, -6.555413, -4.147617], [-0.517334, -10.578471, -7.849824], [0.663159, -8.297728, -8.446319], [-0.416422, -8.828885, -3.553742], [1.199503, -5.861437, -4.700344], [-0.943897, -11.269715, -7.298006], [-7.666857, -8.306849, -2.696432], [-8.332853, -8.098329, -3.833838], [-7.835456, -7.136810, -4.856438], [-8.459102, -6.980352, -5.900277], [-6.597021, -6.398532, -4.563486], [-5.933042, -6.604657, -3.424500], [-6.415800, -7.586181, -2.414703], [-5.773990, -7.767304, -1.385414], [-4.769972, -5.912255, -3.141580], [-9.510843, -8.770064, -4.104454], [-8.015814, -9.004447, -1.945494], [-6.256250, -5.689740, -5.307278], [-4.479468, -6.238664, -2.262055], [-9.798023, -8.448070, -4.986568]],
  "forces_ev_per_angstrom": [[-0.56, 0.63, 0.14], [-0.80, 0.10, -0.12], [-1.24, -0.74, 0.31], [-0.33, -1.14, 1.94], [1.92, -1.02, 1.58], [3.84, -1.90, 0.45], [2.78, 1.22, -1.35], [-0.32, -4.59, -2.14], [1.52, -0.71, -1.03], [2.63, 3.44, 0.38], [-0.46, -0.42, -0.05], [1.88, 0.78, -0.63], [0.06, 1.50, -2.08], [-2.23, 0.48, -0.40], [-5.37, -0.91, 2.79], [1.77, -0.73, 0.75], [-2.82, 1.50, -1.16], [-0.29, -0.82, 0.93], [3.26, -1.95, -1.89], [-6.72, 3.80, 3.46], [-1.04, 0.05, 3.52], [-3.07, -1.60, 0.68], [-1.02, 1.38, -0.01], [4.49, 3.74, -2.41], [-7.49, -4.89, 4.09], [3.86, -1.97, -0.84], [-1.21, -0.75, -1.84], [-0.93, 0.37, 0.83], [0.26, -0.20, 0.03], [-0.07, -0.14, -0.41], [1.04, 0.08, 0.04], [-0.47, -0.08, 0.03], [0.40, -0.59, 0.84], [-2.75, -2.20, -1.16], [0.61, 1.34, -6.45], [0.29, -1.13, 0.58], [-0.38, -1.26, 8.64], [1.36, 0.38, -4.51], [0.27, -0.59, 2.01], [-1.49, -4.39, -1.93], [-2.78, 3.48, -1.70], [4.40, 0.68, -2.15], [1.88, 0.84, -0.93], [-0.68, -5.85, -0.20], [1.98, 8.70, 0.23], [-0.44, -4.01, 1.08], [-7.49, 1.31, -1.40], [9.40, -2.53, 2.12], [-0.12, 3.31, -4.07], [2.30, 0.90, 1.69], [-2.43, -3.36, 0.36], [5.28, 6.64, -1.17], [-1.93, 0.57, 1.14], [-0.37, -1.96, -1.75], [1.78, -0.73, 1.89], [2.52, -0.12, 0.94], [0.51, -0.76, -2.60], [-1.79, 0.08, 1.55], [1.89, 1.04, 1.37], [-0.24, 0.77, 1.44], [-2.12, 0.55, -0.58], [-0.15, -0.66, 2.49], [0.95, 2.28, 0.21], [0.08, -1.32, -0.55], [-1.94, 0.05, -1.31], [-1.08, 1.10, 1.72], [0.07, 0.48, -2.67], [-2.36, 1.15, 0.32], [2.22, -1.18, -1.01], [-0.20, -1.09, 1.86], [0.91, -0.58, -2.15], [-1.50, 2.12, 0.50], [0.97, -1.34, 1.62], [-1.95, 1.01, 1.28], [-1.66, -1.70, 0.94], [-1.30, 1.46, -1.37], [1.96, 1.07, -0.67], [-1.20, -0.27, -2.31], [0.05, 1.38, -2.14], [1.16, 1.91, 1.46], [1.81, -1.53, -0.40], [0.54, -0.15, 1.35], [0.28, 0.34, -0.18], [-1.84, -0.04, 0.69], [0.41, -0.94, 0.02], [-0.09, 0.84, -0.17], [-0.22, -0.26, 0.13], [1.78, -0.04, -0.69], [-0.67, 0.86, 0.10], [0.15, -0.74, 0.05], [-1.81, 0.27, 0.68], [1.95, -0.22, -0.66], [0.01, 0.02, 0.02], [-0.04, 0.04, 0.02], [0.02, -0.37, 0.05], [-0.08, 0.37, -0.08], [0.23, -0.44, -0.02], [-0.41, 1.29, -1.34], [-0.24, 0.35, 0.94], [0.26, -0.57, -0.65], [-0.11, 0.32, -0.01], [0.36, -1.27, 1.34], [0.03, 0.04, -1.05], [-0.18, 0.33, 0.60], [-0.28, 1.13, -1.55], [0.38, -1.19, 1.60], [-0.05, 0.00, 0.09], [0.01, 0.00, -0.06], [-0.12, 0.25, 0.30], [0.13, -0.26, -0.29], [0.18, 0.17, 0.24], [-1.73, 0.17, -0.60], [0.75, -0.72, -0.29], [-0.25, 0.63, 0.36], [-0.38, -0.29, -0.35], [2.12, -0.03, 0.74], [-0.55, 0.87, 0.44], [0.08, -0.74, -0.60], [-2.19, 0.17, -0.78], [1.83, -0.34, 0.49], [0.06, -0.04, -0.01], [-0.05, 0.04, 0.01], [0.23, -0.22, 0.14], [-0.05, 0.31, 0.25], [0.39, 0.36, 0.08], [-1.63, 0.02, 0.59], [0.29, -0.91, 0.01], [-0.06, 0.86, -0.15], [-0.16, -0.21, 0.10], [1.68, -0.11, -0.60], [-0.67, 0.67, 0.17], [0.13, -0.67, -0.03], [-1.77, 0.27, 0.58], [1.81, -0.28, -0.60], [0.23, -0.14, 0.12], [-0.04, 0.04, 0.01], [0.12, -0.29, 0.12], [-0.01, 0.41, -0.06], [0.14, 0.34, 0.08], [-0.21, -1.06, -1.57], [-0.35, -0.42, 0.92], [0.39, 0.61, -0.55], [-0.20, -0.32, -0.10], [0.22, 0.95, 1.52], [0.39, 0.47, -0.91], [-0.38, -0.63, 0.56], [-0.16, -0.86, -1.70], [0.12, 0.93, 1.75], [-0.02, 0.00, 0.07], [0.05, -0.03, -0.06], [-0.18, -0.28, 0.22], [0.17, 0.28, -0.22], [0.33, 0.07, 0.25], [-1.53, -1.15, 0.12], [0.09, 0.62, -0.92], [0.21, -0.32, 0.84], [-0.33, -0.11, -0.24], [1.57, 1.23, -0.09], [-0.16, -0.61, 0.83], [-0.53, 0.44, -1.05], [-1.55, -1.36, 0.29], [1.52, 1.27, -0.33], [0.04, 0.04, -0.04], [-0.02, -0.05, 0.04], [0.01, 0.18, -0.30], [0.12, -0.13, 0.35]]
}